{"formula": "C46H51N8OPRhS2", "method": "ωB97M-V/def2-TZVPD", "spin_multiplicity": 5, "orbital_gap_ev": [4.89, 5.82], "total_charge": -1, "e_above_lowest_kcal_mol": 21.9, "lumo_ha": [0.069, 0.040], "species": ["Rh", "N", "C", "C", "C", "C", "C", "C", "C", "C", "C", "C", "C", "C", "N", "C", "C", "C", "C", "N", "H", "H", "H", "H", "H", "H", "H", "H", "H", "H", "S", "C", "C", "C", "C", "C", "N", "H", "H", "H", "H", "C", "C", "O", "S", "C", "C", "C", "C", "C", "C", "C", "C", "H", "H", "H", "H", "H", "H", "H", "N", "P", "N", "C", "C", "C", "C", "C", "N", "C", "C", "C", "C", "C", "N", "C", "C", "C", "C", "C", "H", "H", "H", "H", "H", "H", "H", "H", "H", "H", "H", "H", "H", "H", "H", "H", "H", "H", "H", "H", "H", "H", "H", "H", "H", "H", "H", "H", "H", "H"], "coordinates": [[-0.037, 0.514, -0.619], [7.782, -5.980, -1.498], [6.954, -5.183, -1.416], [5.937, -4.197, -1.319], [5.875, -3.145, -2.241], [4.884, -2.193, -2.152], [3.898, -2.240, -1.147], [3.991, -3.294, -0.217], [4.977, -4.250, -0.300], [2.845, -1.244, -1.045], [2.155, -0.789, -2.218], [2.381, -1.135, -3.562], [1.490, -0.385, -4.348], [0.734, 0.364, -3.474], [1.113, 0.124, -2.185], [2.599, -0.660, 0.241], [3.381, -0.760, 1.410], [2.872, 0.167, 2.329], [1.808, 0.797, 1.704], [1.641, 0.305, 0.456], [6.624, -3.083, -3.021], [4.888, -1.353, -2.831], [3.244, -3.364, 0.563], [5.014, -5.061, 0.417], [3.082, -1.861, -3.935], [1.407, -0.404, -5.424], [-0.065, 1.053, -3.691], [4.248, -1.384, 1.545], [3.234, 0.377, 3.325], [1.175, 1.586, 2.079], [-2.160, 0.411, -1.925], [-2.786, 1.898, -1.360], [-4.146, 2.178, -1.299], [-4.618, 3.391, -0.826], [-3.689, 4.345, -0.389], [-2.355, 4.084, -0.478], [-1.892, 2.886, -0.979], [-4.819, 1.410, -1.654], [-5.679, 3.598, -0.787], [-4.011, 5.301, -0.001], [-1.588, 4.788, -0.195], [5.622, 5.145, -4.983], [5.123, 6.475, -5.485], [5.637, 7.073, -6.395], [3.738, 7.252, -4.667], [2.915, 5.991, -3.733], [2.605, 6.229, -2.391], [1.840, 5.333, -1.683], [1.325, 4.163, -2.305], [1.699, 3.911, -3.653], [2.451, 4.821, -4.351], [0.392, 3.377, -1.660], [-0.540, 2.692, -1.154], [6.709, 5.195, -4.933], [5.363, 4.366, -5.701], [5.212, 4.884, -4.012], [2.972, 7.133, -1.920], [1.589, 5.521, -0.647], [1.353, 3.007, -4.135], [2.682, 4.645, -5.394], [-1.169, 0.324, 0.895], [-1.895, -0.842, 1.606], [-1.125, -1.422, 3.015], [-0.050, -2.403, 2.911], [0.161, -3.109, 4.262], [-0.210, -2.182, 5.427], [0.134, -0.749, 5.038], [-0.796, -0.298, 3.912], [-2.164, -2.270, 0.748], [-1.104, -2.683, -0.181], [-1.112, -4.203, -0.318], [-2.484, -4.677, -0.805], [-3.580, -4.132, 0.113], [-3.471, -2.610, 0.196], [-3.383, -0.382, 2.226], [-3.760, 1.025, 2.241], [-5.266, 1.159, 2.041], [-6.017, 0.368, 3.113], [-5.558, -1.090, 3.103], [-4.039, -1.161, 3.264], [0.887, -1.930, 2.584], [-0.340, -3.137, 2.161], [1.213, -3.395, 4.339], [-0.435, -4.023, 4.312], [0.317, -2.482, 6.335], [-1.283, -2.251, 5.627], [1.172, -0.707, 4.697], [0.033, -0.071, 5.887], [-0.337, 0.527, 3.358], [-1.735, 0.067, 4.343], [-0.135, -2.327, 0.177], [-1.274, -2.235, -1.168], [-0.895, -4.659, 0.653], [-0.329, -4.510, -1.016], [-2.517, -5.769, -0.835], [-2.650, -4.305, -1.821], [-3.459, -4.550, 1.117], [-4.570, -4.415, -0.254], [-4.255, -2.201, 0.826], [-3.580, -2.185, -0.812], [-3.210, 1.531, 1.451], [-3.483, 1.487, 3.203], [-5.521, 0.767, 1.053], [-5.545, 2.215, 2.070], [-7.096, 0.423, 2.942], [-5.814, 0.805, 4.097], [-5.847, -1.546, 2.152], [-6.035, -1.654, 3.908], [-3.677, -2.188, 3.214], [-3.784, -0.763, 4.260]], "forces_ev_per_angstrom": [[-0.05, 0.44, -0.17], [-0.06, 0.05, 0.01], [0.35, -0.34, -0.02], [-0.49, 0.47, 0.01], [0.15, -0.23, 0.05], [-0.12, 0.15, 0.13], [0.16, -0.20, -0.05], [-0.13, 0.08, -0.09], [0.21, -0.14, -0.05], [-0.28, 0.16, 0.03], [0.11, -0.09, -0.09], [-0.01, -0.05, 0.11], [-0.06, 0.04, -0.05], [0.14, -0.01, -0.23], [0.14, -0.05, -0.64], [0.20, 0.07, 0.11], [0.00, -0.09, -0.09], [-0.09, 0.13, 0.07], [0.15, 0.02, 0.10], [0.05, -0.08, 0.27], [0.01, 0.04, 0.01], [-0.02, -0.03, -0.06], [0.00, 0.01, 0.01], [-0.02, 0.01, 0.01], [0.06, 0.00, 0.05], [-0.03, 0.03, 0.01], [-0.07, -0.06, 0.06], [0.01, 0.00, -0.02], [0.06, -0.01, -0.02], [-0.08, -0.06, -0.05], [0.24, 0.14, -0.11], [0.16, -0.40, -0.08], [-0.19, 0.34, 0.20], [0.09, -0.20, -0.09], [-0.04, 0.06, 0.09], [0.01, 0.01, -0.04], [-0.35, 0.58, -0.33], [0.00, -0.04, 0.08], [-0.01, -0.03, 0.01], [0.04, 0.00, 0.02], [0.03, -0.02, -0.01], [0.09, -0.03, 0.00], [0.00, -0.09, 0.12], [0.06, 0.01, 0.03], [-0.18, 0.04, -0.02], [0.09, 0.10, -0.20], [0.13, 0.00, -0.04], [-0.05, -0.04, 0.06], [-0.05, 0.03, 0.02], [0.00, -0.03, -0.07], [0.05, 0.03, 0.08], [-0.11, 0.20, -0.09], [0.17, -0.92, 0.46], [-0.01, 0.03, -0.03], [-0.05, 0.01, 0.00], [0.00, -0.04, 0.02], [0.00, -0.03, 0.05], [0.02, 0.02, 0.00], [-0.02, -0.02, 0.02], [-0.02, -0.03, -0.01], [-0.72, -0.32, 0.39], [0.28, -0.17, 0.44], [-0.28, 0.26, -0.13], [0.12, -0.05, -0.02], [-0.09, 0.07, -0.01], [0.15, 0.02, -0.05], [-0.13, -0.14, 0.00], [0.05, 0.02, 0.08], [0.12, 0.52, -0.18], [0.12, -0.21, 0.14], [-0.08, 0.06, -0.14], [0.06, -0.03, 0.26], [0.04, 0.09, -0.18], [-0.05, -0.26, 0.12], [0.22, 0.08, 0.05], [-0.18, 0.01, -0.25], [0.08, -0.02, 0.20], [-0.03, -0.08, -0.17], [0.10, 0.13, 0.07], [-0.15, -0.10, -0.10], [-0.03, -0.02, -0.05], [0.08, 0.02, 0.05], [0.00, -0.04, 0.00], [0.01, -0.01, -0.03], [-0.04, -0.02, 0.01], [0.00, 0.00, 0.04], [0.01, 0.04, 0.03], [0.03, 0.05, -0.03], [-0.03, -0.01, -0.01], [0.02, 0.02, 0.00], [-0.02, -0.02, -0.05], [0.02, 0.08, -0.02], [0.04, 0.01, 0.00], [0.01, 0.01, 0.01], [-0.02, 0.01, -0.08], [-0.01, -0.05, -0.03], [-0.04, 0.00, 0.02], [0.01, 0.00, -0.01], [-0.01, 0.06, -0.01], [-0.04, 0.10, 0.04], [0.03, 0.03, 0.03], [0.04, -0.03, 0.00], [-0.01, 0.04, -0.07], [-0.01, 0.00, -0.04], [0.00, 0.04, 0.07], [-0.03, 0.01, 0.01], [-0.01, -0.06, 0.01], [-0.01, -0.01, -0.02], [-0.03, 0.01, 0.06], [0.09, -0.07, 0.00]]}

---

{"formula": "C46H52BBiGeN4O3S2Si", "method": "ωB97M-V/def2-TZVPD", "spin_multiplicity": 2, "orbital_gap_ev": [6.16, 7.61], "total_charge": 1, "e_above_lowest_kcal_mol": 0.0, "lumo_ha": [-0.098, -0.098], "species": ["Bi", "C", "Si", "C", "C", "C", "C", "C", "C", "N", "C", "S", "H", "H", "H", "H", "H", "H", "H", "H", "H", "H", "H", "H", "C", "C", "O", "N", "C", "C", "C", "C", "C", "C", "N", "H", "H", "H", "H", "H", "H", "H", "H", "H", "H", "C", "C", "C", "C", "C", "C", "C", "C", "O", "B", "O", "C", "C", "H", "H", "H", "H", "H", "H", "H", "H", "H", "H", "H", "H", "C", "Ge", "C", "C", "C", "C", "C", "C", "C", "C", "C", "C", "C", "C", "C", "C", "C", "C", "H", "H", "H", "H", "H", "H", "H", "H", "H", "H", "H", "H", "H", "H", "H", "S", "C", "C", "N", "C", "H", "H", "H"], "coordinates": [[0.925, 0.951, -1.083], [1.741, -4.703, -0.990], [2.919, -4.421, 0.431], [2.236, -5.251, 1.964], [4.590, -5.130, -0.009], [3.225, -2.604, 0.919], [4.144, -2.415, 1.955], [4.493, -1.150, 2.401], [3.889, -0.065, 1.794], [3.009, -0.202, 0.806], [2.697, -1.421, 0.381], [1.577, -1.475, -1.012], [1.682, -5.784, -1.151], [2.079, -4.244, -1.920], [0.733, -4.341, -0.786], [2.121, -6.325, 1.801], [1.254, -4.847, 2.223], [2.889, -5.115, 2.828], [4.507, -6.195, -0.238], [5.310, -5.023, 0.805], [5.004, -4.630, -0.887], [4.604, -3.279, 2.424], [5.213, -1.010, 3.195], [4.098, 0.953, 2.104], [0.138, 6.056, 2.161], [0.335, 5.153, 0.994], [0.901, 3.906, 1.225], [0.900, 5.712, -0.150], [0.957, 4.917, -1.373], [-0.408, 4.552, -1.910], [-1.105, 5.447, -2.714], [-2.389, 5.138, -3.127], [-2.950, 3.939, -2.716], [-2.185, 3.101, -1.927], [-0.937, 3.381, -1.535], [-0.484, 5.589, 2.921], [-0.352, 6.976, 1.842], [1.097, 6.326, 2.624], [0.606, 6.665, -0.301], [1.525, 4.013, -1.158], [1.510, 5.494, -2.112], [-0.637, 6.377, -3.011], [-2.944, 5.820, -3.758], [-3.949, 3.645, -3.009], [-2.589, 2.149, -1.598], [1.716, -2.678, 4.772], [0.599, -1.944, 5.515], [1.002, -1.816, 6.990], [-0.682, -2.784, 5.406], [0.346, -0.552, 4.933], [-0.640, 0.265, 5.498], [-0.926, 1.544, 5.024], [-0.187, 1.986, 3.953], [-0.281, 3.179, 3.260], [0.664, 3.057, 2.243], [1.352, 1.851, 2.311], [0.791, 1.191, 3.382], [1.081, -0.072, 3.845], [1.853, -3.668, 5.211], [2.668, -2.148, 4.844], [1.481, -2.816, 3.714], [1.186, -2.805, 7.416], [0.221, -1.338, 7.581], [1.913, -1.224, 7.093], [-0.515, -3.779, 5.823], [-0.983, -2.901, 4.362], [-1.511, -2.329, 5.949], [-1.205, -0.100, 6.346], [-1.687, 2.162, 5.482], [1.853, -0.660, 3.370], [0.078, 1.847, -4.550], [-0.393, 0.312, -3.417], [0.425, -1.293, -4.152], [-0.214, -2.530, -4.090], [0.414, -3.674, -4.564], [1.689, -3.594, -5.105], [2.333, -2.366, -5.179], [1.704, -1.225, -4.704], [-2.289, -0.019, -3.050], [-2.544, -0.826, -1.969], [-3.854, -1.053, -1.497], [-4.908, -0.443, -2.110], [-4.704, 0.369, -3.254], [-5.799, 0.978, -3.919], [-5.608, 1.719, -5.048], [-4.307, 1.877, -5.573], [-3.233, 1.317, -4.942], [-3.390, 0.560, -3.753], [-0.052, 1.593, -5.602], [1.129, 2.103, -4.400], [-0.523, 2.723, -4.311], [-1.213, -2.606, -3.675], [-0.094, -4.628, -4.513], [2.177, -4.485, -5.476], [3.325, -2.298, -5.608], [2.224, -0.275, -4.768], [-1.717, -1.304, -1.453], [-4.015, -1.701, -0.644], [-5.919, -0.587, -1.748], [-6.795, 0.828, -3.521], [-6.451, 2.171, -5.553], [-4.163, 2.441, -6.486], [-2.247, 1.438, -5.366], [-2.174, -0.627, 2.199], [-2.474, 1.027, 1.901], [-1.635, 1.491, 0.947], [-0.775, 0.534, 0.457], [-0.948, -0.626, 1.042], [-3.222, 1.577, 2.447], [-1.577, 2.500, 0.567], [-0.350, -1.494, 0.796]], "forces_ev_per_angstrom": [[0.11, -0.04, 0.03], [0.00, -0.01, 0.00], [-0.01, 0.01, 0.02], [0.00, -0.01, 0.00], [0.01, 0.01, 0.00], [-0.02, 0.01, -0.03], [0.00, -0.01, 0.01], [0.01, 0.00, 0.01], [-0.02, 0.00, -0.04], [0.00, 0.01, -0.02], [0.10, 0.00, -0.05], [-0.05, 0.07, 0.04], [0.00, 0.00, 0.00], [0.00, 0.00, 0.00], [0.00, 0.00, 0.00], [0.00, 0.00, -0.01], [0.00, -0.01, 0.01], [0.00, 0.00, 0.00], [-0.01, 0.00, 0.00], [0.00, 0.00, -0.01], [0.00, 0.00, 0.00], [0.00, 0.00, 0.00], [-0.01, 0.00, 0.01], [0.01, -0.02, 0.01], [0.03, 0.04, 0.04], [-0.05, -0.05, -0.06], [0.18, 0.03, 0.04], [-0.06, -0.03, 0.00], [0.02, -0.01, 0.04], [-0.03, 0.00, -0.02], [0.02, 0.00, 0.00], [-0.01, 0.01, -0.01], [0.00, 0.00, -0.01], [0.02, -0.01, 0.02], [-0.01, 0.01, 0.00], [-0.01, 0.00, -0.01], [0.00, -0.01, 0.00], [0.00, -0.02, -0.02], [-0.03, 0.00, 0.01], [0.01, -0.01, -0.01], [0.00, -0.01, -0.01], [0.00, 0.00, 0.00], [0.00, 0.00, 0.00], [0.00, -0.01, 0.00], [0.00, 0.01, 0.01], [-0.01, 0.00, 0.00], [0.00, 0.00, 0.01], [-0.01, 0.00, 0.00], [0.00, 0.00, 0.00], [0.01, -0.01, 0.00], [0.00, 0.01, 0.00], [0.03, 0.00, 0.03], [-0.01, 0.00, 0.00], [0.04, 0.00, 0.03], [-0.10, 0.08, 0.01], [0.01, 0.00, 0.03], [-0.06, -0.01, -0.03], [0.00, -0.03, 0.00], [0.00, 0.00, 0.00], [0.00, 0.01, 0.00], [0.00, 0.00, 0.01], [0.00, 0.00, 0.00], [0.00, 0.00, 0.00], [0.00, 0.00, 0.00], [0.00, 0.00, 0.00], [0.00, 0.00, -0.01], [0.00, 0.00, 0.00], [0.00, 0.00, -0.01], [0.00, 0.00, 0.00], [-0.02, 0.02, 0.00], [-0.01, -0.01, 0.00], [-0.05, -0.01, -0.10], [0.03, 0.00, 0.01], [-0.01, 0.00, 0.00], [0.00, 0.00, 0.00], [0.00, 0.00, 0.00], [0.00, 0.00, 0.00], [0.01, 0.00, 0.00], [0.01, 0.00, -0.01], [-0.02, 0.00, 0.01], [0.00, 0.00, 0.00], [0.00, -0.01, 0.00], [-0.01, 0.01, 0.02], [0.00, 0.00, -0.01], [0.01, 0.00, 0.00], [0.00, 0.00, 0.00], [-0.01, 0.00, 0.00], [0.00, 0.01, -0.01], [0.01, 0.01, 0.00], [0.00, -0.01, 0.00], [-0.01, 0.00, 0.00], [0.00, 0.00, 0.00], [0.00, 0.00, 0.00], [0.00, 0.00, 0.00], [0.00, 0.00, 0.00], [0.00, 0.00, 0.00], [0.01, 0.00, 0.01], [0.00, 0.00, 0.00], [0.00, 0.00, 0.00], [0.00, 0.00, 0.00], [0.00, 0.00, 0.00], [0.00, 0.00, 0.00], [0.01, 0.00, 0.00], [0.01, -0.02, 0.00], [0.00, 0.01, -0.01], [-0.02, -0.02, -0.04], [-0.05, 0.00, 0.02], [0.03, 0.00, 0.02], [0.00, 0.00, -0.01], [0.00, 0.00, 0.01], [-0.02, 0.00, -0.01]]}

---

Molar mass (computed, g/mol): 929.98 1093.57
Max |F| (computed, eV/Å): 1.04 0.18